Computed, not measured: an isolated molecule of C5H7FN2 in a non-equilibrium geometry, with the ωB97M-V functional and the def2-TZVPD basis.

Bonds (Å) are listed after each position.
Positions of all 15 atoms, in Å:
1 H 2.45 -1.39 -0.93  C12 1.093
2 F -2.20 -0.79 -0.60  C8 1.351
3 N 0.51 -1.37 -0.09  H7 1.006, C12 1.338, C13 1.495
4 C 0.57 0.86 0.30  H10 1.079, C13 1.565, C14 1.535, N15 1.462
5 H -2.10 0.46 0.95  C8 1.097
6 H -0.41 0.94 -1.67  C14 1.133
7 H 0.56 -2.32 0.24  N3 1.006
8 C -1.46 0.07 0.14  F2 1.351, H5 1.097, C13 1.508, C14 1.541
9 H -0.23 -0.66 1.87  C13 1.092
10 H 0.76 1.63 1.03  C4 1.079
11 H -1.05 2.16 -0.58  C14 1.087
12 C 1.63 -0.79 -0.53  H1 1.093, N3 1.338, N15 1.290
13 C -0.20 -0.41 0.81  N3 1.495, C4 1.565, C8 1.508, H9 1.092
14 C -0.64 1.15 -0.59  C4 1.535, H6 1.133, C8 1.541, H11 1.087
15 N 1.82 0.47 -0.35  C4 1.462, C12 1.290

Results
F_max   3.08 eV/A
Energy relative to the best compared isomer or geometry (same formula, charge and spin)   1.3790 eV
HOMO-LUMO gap   9.9 eV
SMILES   F[C@@H]1C[C@@H]2N=CN[C@H]12
E_tot   -404.05618 a.u.

Atom charges from the Löwdin analysis, given in e for atoms 1 to 5:
1 H 0.126
2 F 0.024
3 N 0.072
4 C -0.290
5 H 0.150